No. 1
Here is a cluster of 2 separate species, C6H15BrN in total at a distorted geometry from OMol25. Energies are from ωB97M-V with the def2-TZVPD basis set.

molar mass	181.10	g mol⁻¹
strongest force on any atom	0.10408	hartree/bohr
spin multiplicity	1
net charge	+1
Kohn-Sham gap (alpha / beta)	8.75 / 6.65	eV

Each line ends with the natural charge from an NBO analysis.
Geometry (Å):
C: 1.291 1.102 -0.580  -0.723
H: 2.039 1.331 -1.290  0.222
H: 1.945 -2.308 -0.425  0.463
H: -2.268 1.610 1.165  0.229
H: 3.041 -1.085 -1.070  0.434
C: 1.655 -0.154 0.149  0.241
H: 1.481 -1.129 -1.693  0.458
C: -2.734 0.085 -1.548  -0.692
H: 0.267 1.182 -1.187  0.245
H: 2.382 -1.368 1.719  0.220
H: -2.637 0.174 2.041  0.240
C: -2.773 0.652 1.063  -0.688
H: -1.988 -0.050 -2.222  0.219
H: -3.730 -0.535 -1.728  0.251
H: 3.482 0.037 1.449  0.238
H: 1.864 0.176 2.228  0.254
H: -3.889 0.956 0.957  0.246
C: 2.414 -0.278 1.473  -0.693
H: 1.223 1.837 0.227  0.265
H: -3.122 1.125 -1.776  0.241
C: -2.326 -0.150 -0.155  -0.056
N: 2.063 -1.306 -0.792  -0.774
Br: -0.908 -1.227 0.093  0.159

=====

No. 2
Here is a cluster of 2 separate species, C6H15BrN in total at a distorted geometry from OMol25. Energies are from ωB97M-V with the def2-TZVPD basis set.

molar mass	181.10	g mol⁻¹
strongest force on any atom	0.02063	hartree/bohr
spin multiplicity	1
net charge	+1
Kohn-Sham gap (alpha / beta)	8.96 / 8.23	eV

Each line ends with the natural charge from an NBO analysis.
Geometry (Å):
H: -1.220 0.637 1.163  0.454
C: 2.141 0.566 0.460  -0.589
H: 0.361 -0.999 -2.065  0.181
H: 1.747 0.111 -2.227  0.231
H: -2.533 -0.100 -0.706  0.242
H: -1.375 2.236 0.673  0.446
H: 2.541 1.404 -0.103  0.227
H: 0.999 -1.906 0.764  0.260
H: -3.418 1.108 0.257  0.241
N: -1.296 1.263 0.347  -0.586
H: -1.101 -1.018 -2.432  0.014
C: 1.300 -0.624 -1.563  -0.572
H: 0.062 -0.751 1.674  0.201
C: -2.555 0.940 -0.384  -0.420
C: 0.874 -0.011 -0.228  -0.194
C: 0.274 -1.102 0.664  -0.622
H: 2.906 -0.200 0.529  0.236
Br: 0.273 2.568 -1.576  0.188
H: 1.899 0.903 1.465  0.209
H: -2.634 1.573 -1.266  0.246
H: 1.997 -1.444 -1.423  0.237
C: -0.093 1.099 -0.463  0.154
H: -0.622 -1.530 0.219  0.218

=====

No. 3
Here is a cluster of 2 separate species, C6H15Cl2N2 in total at a distorted geometry from OMol25. Energies are from ωB97M-V with the def2-TZVPD basis set.

molar mass	186.11	g mol⁻¹
strongest force on any atom	0.02489	hartree/bohr
spin multiplicity	1
net charge	+1
Kohn-Sham gap	10.82	eV

Each line ends with the natural charge from an NBO analysis.
Geometry (Å):
H: -3.228 0.580 -0.022  0.256
C: 1.632 -3.478 -0.813  -0.380
H: -0.267 3.286 0.674  0.446
H: -0.554 3.349 -0.900  0.435
C: 2.084 -3.432 0.623  -0.380
H: 0.077 1.233 -1.311  0.207
H: -2.234 2.387 1.236  0.217
H: -1.039 0.586 1.404  0.205
H: 2.364 -3.024 -1.475  0.229
C: 0.016 1.410 -0.244  0.122
N: 1.322 1.485 0.320  -0.832
C: -1.018 0.456 0.320  -0.442
H: 1.473 -4.509 -1.121  0.239
C: -2.291 1.025 -0.316  -0.408
H: 1.395 0.955 1.180  0.392
H: 2.001 1.132 -0.342  0.400
H: -2.854 3.210 -0.215  0.246
H: -2.109 0.942 -1.383  0.212
N: -0.704 2.755 -0.082  -0.520
H: 2.964 -4.058 0.752  0.239
Cl: 0.086 -2.614 -1.037  -0.081
H: -0.798 -0.592 0.173  0.274
C: -2.163 2.472 0.160  -0.223
H: 1.306 -3.779 1.297  0.231
Cl: 2.540 -1.778 1.122  -0.085

=====

No. 4
Here is the molecule C6H15Cl2NP2 at a distorted geometry from OMol25. Energies are from ωB97M-V with the def2-TZVPD basis set.

molar mass	234.05	g mol⁻¹
strongest force on any atom	0.10080	hartree/bohr
SMILES	CC(C)P[P@@H](=N)CC(C)(Cl)Cl
spin multiplicity	1
Kohn-Sham gap	7.85	eV

Each line ends with the natural charge from an NBO analysis.
Geometry (Å):
H: -0.092 2.721 1.789  0.243
H: 0.536 0.250 2.285  -0.080
N: 2.321 0.679 0.826  -1.252
H: -2.258 -3.518 -0.040  0.194
P: -1.494 -0.804 0.412  0.356
C: 0.225 -2.963 -0.079  -0.616
C: 0.141 2.838 -0.378  0.001
H: 1.710 4.180 -1.056  0.226
C: 1.474 3.599 -0.184  -0.672
H: 1.102 -2.442 0.317  0.221
Cl: -1.293 3.797 -0.809  -0.012
H: -0.201 -3.511 0.743  0.203
H: -1.304 1.721 0.913  0.253
C: -0.818 -2.120 -0.691  -0.498
H: -0.585 -1.544 -1.710  0.230
H: -2.832 -2.641 -1.453  0.211
H: -1.631 -3.837 -1.606  0.203
C: -0.182 2.139 0.938  -0.786
Cl: 0.369 1.629 -1.727  -0.044
C: -1.995 -3.121 -1.022  -0.591
H: -1.108 -1.477 1.554  -0.054
P: 0.743 0.506 0.956  1.177
H: 2.295 2.814 0.093  0.270
H: 0.436 -3.673 -0.730  0.205
H: 2.832 0.638 -0.025  0.383
H: 1.606 4.139 0.683  0.229